No. 1
Computed, not measured: C2H4N4O5 as an isolated structure, with ωB97M-V with the def2-TZVPD basis set.

Geometry as XYZ:
```
15
Properties=species:S:1:pos:R:3:forces:R:3
C 0.362107 0.206054 -0.362570 -0.620 0.412 1.225
C 1.817789 0.154818 0.008840 -1.881 -1.549 -0.175
N 1.332948 -0.424021 1.701284 1.457 -0.441 1.993
N -0.179736 -0.707666 0.651494 -2.064 3.570 1.071
N 2.514208 -0.992196 -0.668203 -1.592 2.961 0.564
N 2.475994 1.384612 0.145193 1.125 1.570 -1.333
O 1.693980 -1.590208 -1.324745 0.447 -2.223 -0.809
O 3.592253 1.325585 0.556498 1.969 -0.455 1.339
O 1.778905 -1.419070 2.132210 -0.197 1.204 -1.131
O 3.669141 -1.185887 -0.508808 1.173 -0.758 0.025
O 1.995923 2.441479 -0.255057 -1.186 -0.508 0.138
H -0.060601 1.200682 -0.202937 0.314 -0.128 -0.063
H 0.064596 -0.198286 -1.292597 0.222 0.301 -1.247
H -0.337480 -1.564876 0.330674 0.375 -4.935 -2.087
H -1.139130 -0.521824 0.954723 0.459 0.979 0.489
```
Forces are in eV/Å.

Maximum force (hartree/bohr): 0.10445
Gap between HOMO and LUMO (spin up / spin down) (eV): 8.490 / 8.489

No. 2
Computed, not measured: C6H8AuLiO6 as an isolated structure, with ωB97M-V with the def2-TZVPD basis set.

Geometry as XYZ:
```
22
Properties=species:S:1:pos:R:3:forces:R:3
O 0.598319 -0.071795 1.249555 -0.100 3.441 1.053
O -1.650652 -1.872437 0.239449 -7.372 1.435 -4.857
C -0.356042 0.963662 1.445434 -0.316 0.701 -0.446
C -1.798142 0.493398 1.487821 0.030 -0.176 1.322
O -2.380187 0.210867 0.208108 -1.238 -1.292 -2.944
C -2.356960 -1.026757 -0.371411 3.499 0.716 5.318
H -0.226792 1.719398 0.656356 -0.039 -0.184 0.096
H -0.176245 1.493836 2.395358 -0.022 -0.331 -0.106
H -2.402902 1.310475 1.901762 0.081 -0.222 -0.282
H -1.903377 -0.370417 2.161157 -0.070 0.161 -0.266
O 1.426679 -1.176290 -0.768354 0.602 0.803 -0.092
C 0.800330 -0.891427 -2.026843 -0.121 0.055 -0.291
C 0.454233 0.588782 -1.900578 -0.240 -0.053 -0.208
O 1.401721 1.053461 -0.935815 -0.304 0.038 0.633
C 1.798554 0.030768 -0.150070 3.189 -0.061 -2.313
H 1.519665 -1.091530 -2.829618 -0.176 0.006 0.223
H -0.083727 -1.528511 -2.136478 0.252 0.069 -0.068
H -0.562986 0.745524 -1.517154 0.197 0.059 -0.153
H 0.599204 1.151527 -2.827076 -0.053 -0.098 0.274
O 2.886812 0.096539 0.456414 -1.765 -0.042 0.418
Li 2.322205 0.104725 2.245097 0.316 -0.212 -0.386
Au 0.090291 -1.933798 1.016884 3.647 -4.813 3.075
```
Forces are in eV/Å.

Maximum force (hartree/bohr): 0.17392
Total charge: +1
2S+1: 4
Gap between HOMO and LUMO (spin up / spin down) (eV): 6.790 / 6.795

No. 3
Computed, not measured: C20H17N5S6SbSe4Tc as an isolated structure, with ωB97M-V with the def2-TZVPD basis set.

Geometry as XYZ:
```
54
Properties=species:S:1:pos:R:3:forces:R:3
Tc 0.048401 1.455744 0.960356 -0.278 0.546 0.624
S 3.360360 3.583490 7.085498 -0.043 0.015 -0.071
C 2.616743 3.162119 5.734956 0.047 -0.061 0.096
S 3.482491 2.482539 4.346967 -0.057 0.034 -0.002
C 2.125301 2.264126 3.328620 0.072 -0.041 -0.115
C 0.852898 2.655495 3.874541 -0.136 0.013 0.026
S -0.514689 2.530786 2.968229 0.063 -0.090 -0.200
S 0.880414 3.289063 5.482033 0.034 0.018 -0.013
S 2.265478 1.676929 1.779689 0.113 -0.179 -0.043
N -2.016274 -0.208963 2.895512 0.132 0.081 -0.078
C -2.714328 0.290543 1.795709 -0.107 0.127 0.047
C -4.100418 0.138678 1.768545 -0.010 -0.052 0.103
C -4.819443 0.668664 0.724831 -0.068 0.033 -0.068
C -4.136288 1.324648 -0.295767 -0.040 -0.016 0.041
C -2.775087 1.435245 -0.205633 -0.029 -0.169 0.086
N -2.055946 0.948142 0.837567 0.090 -0.178 -0.110
C -0.831443 -0.931777 2.834802 0.067 0.021 -0.031
C -0.664637 -2.016218 3.699367 -0.031 -0.056 0.037
C 0.489974 -2.756600 3.629955 -0.031 -0.047 0.067
C 1.451838 -2.418332 2.680433 0.054 0.016 -0.045
C 1.223024 -1.327678 1.883355 -0.103 -0.087 0.057
N 0.114455 -0.557232 1.971398 0.028 0.054 -0.027
H -2.629742 -0.519554 3.630944 -0.054 -0.045 0.077
H -4.592332 -0.403093 2.567456 0.030 0.027 -0.041
H -5.896420 0.561926 0.694489 0.041 0.002 0.000
H -4.645062 1.750241 -1.148267 0.001 0.000 -0.005
H -2.226597 1.932523 -0.986134 0.054 0.059 -0.084
H -1.454249 -2.272080 4.394780 0.026 -0.003 -0.024
H 0.637199 -3.602054 4.289972 -0.014 0.028 -0.022
H 2.364694 -2.986721 2.571287 -0.026 0.024 -0.002
H 1.950426 -1.029852 1.146791 0.052 0.017 -0.042
Se 2.376248 3.014626 -3.472746 0.085 0.008 -0.087
Sb 0.221608 2.577866 -2.669090 0.093 0.078 0.254
Se 0.194902 3.463849 -0.188353 -0.076 -0.046 -0.110
Se 0.310374 0.190081 -1.235176 0.178 -0.125 -0.238
Se -1.888249 2.499141 -3.667474 -0.152 0.062 -0.074
N 4.350935 0.098098 -3.089180 0.033 0.003 -0.031
C 3.074331 -0.230536 -2.942868 -0.191 -0.072 0.025
S 2.523237 -0.100302 -1.283970 0.016 -0.004 0.001
N 2.377806 -0.673937 -3.966702 0.072 -0.056 0.043
C 1.091418 -1.317654 -3.939236 -0.051 0.082 -0.007
C 0.928933 -2.510067 -3.254322 0.058 -0.032 0.030
C -0.327323 -3.096024 -3.227137 0.009 -0.035 0.006
C -1.389096 -2.499727 -3.894314 -0.040 -0.014 -0.016
C -1.201843 -1.318551 -4.599745 -0.048 -0.013 -0.024
C 0.046842 -0.718702 -4.626740 0.037 0.032 0.023
H 4.781218 0.713128 -2.418062 0.052 0.017 0.019
H 4.843523 -0.068438 -3.954449 -0.020 -0.003 0.004
H 2.781808 -0.520697 -4.881676 0.009 0.030 -0.065
H 1.773883 -2.973923 -2.759447 -0.027 0.005 -0.004
H -0.471829 -4.032318 -2.704186 0.009 0.021 -0.002
H -2.364848 -2.968719 -3.881878 0.035 0.010 0.002
H -2.028286 -0.863385 -5.130735 0.047 0.006 0.031
H 0.203668 0.215445 -5.154795 -0.005 -0.045 -0.020
```
Forces are in eV/Å.

Maximum force (hartree/bohr): 0.01701
Total charge: +2
Gap between HOMO and LUMO (spin up / spin down) (eV): 5.012 / 5.010

No. 4
Computed, not measured: C42H40BF4N4O3P2ReS3 as an isolated structure, with ωB97M-V with the def2-TZVPD basis set.

Geometry as XYZ:
```
100
Properties=species:S:1:pos:R:3:forces:R:3
Re -0.393437 0.619927 0.961846 -0.974 -0.151 1.427
C -3.810000 1.742883 0.675839 -0.156 -0.002 -0.074
C -2.771030 1.702561 1.726929 0.411 -0.655 -0.741
N -2.150854 0.505989 1.964627 0.472 -0.021 -0.281
N -2.112019 0.110129 3.273462 0.139 -0.491 0.352
C -1.168845 -0.732185 3.551540 -0.703 0.063 0.141
S 0.019698 -1.137103 2.349466 0.076 0.474 -0.296
S -1.168577 -1.364933 5.191923 0.131 -0.094 -0.052
C -0.555067 -3.080705 4.960426 -0.286 0.064 -0.184
C -1.617598 -4.014544 4.428517 0.025 0.195 0.016
C -1.727018 -4.217742 3.053485 0.075 -0.099 0.050
C -2.745046 -5.009461 2.534795 -0.063 -0.079 0.015
C -3.663799 -5.607994 3.388776 0.041 0.016 0.104
C -3.549384 -5.425118 4.764278 0.052 0.025 -0.020
C -2.533215 -4.628948 5.281418 0.002 0.011 -0.017
C -2.350110 2.818493 2.463552 -0.117 0.566 0.118
C -3.200593 3.925001 2.732811 -0.079 -0.479 -0.143
C -2.732013 5.000623 3.419105 0.413 0.193 0.231
C -1.374520 5.018636 3.815401 -0.201 0.133 0.034
C -0.513371 3.992243 3.507200 0.197 0.166 0.158
C -0.979128 2.885205 2.799604 0.191 -0.261 -0.191
O -0.094197 1.988529 2.356448 0.197 0.163 -0.159
H -4.775587 1.515517 1.154118 0.123 -0.004 -0.057
H -3.607081 0.972919 -0.071823 -0.027 0.038 0.090
H -3.865161 2.712033 0.189318 -0.054 -0.012 0.032
H -0.217639 -3.352266 5.959967 0.007 -0.078 -0.032
H 0.307052 -3.045400 4.296973 0.089 -0.046 0.079
H -0.999442 -3.778661 2.374831 -0.161 -0.045 0.095
H -2.805071 -5.167621 1.461719 0.015 0.055 0.160
H -4.457847 -6.229231 2.986207 0.092 0.061 0.054
H -4.250682 -5.909487 5.436043 0.064 0.070 -0.057
H -2.449360 -4.482376 6.356279 -0.036 -0.016 -0.139
H -4.242759 3.875637 2.431263 0.132 -0.011 0.000
H -3.383589 5.831004 3.656440 0.065 -0.027 0.000
H -0.994421 5.877279 4.360752 -0.047 -0.085 -0.063
H 0.538056 4.026880 3.775600 -0.134 0.027 -0.024
O -0.511566 -0.481601 -0.749721 0.150 0.147 -0.170
P 0.388392 -0.548499 -1.991138 -0.395 -0.078 0.182
C 1.233321 1.031376 -2.235103 -0.015 -0.063 -0.206
P 2.286788 1.422066 -0.828442 -0.462 -0.231 0.601
O 1.599698 0.873676 0.447216 0.331 0.513 -0.565
C 2.492360 3.177097 -0.786772 -0.017 0.287 0.131
C 1.905739 3.897144 0.251577 0.034 0.093 -0.052
C 1.982463 5.283989 0.245117 -0.012 -0.047 0.005
C 2.642202 5.938500 -0.783485 0.021 0.026 -0.026
C 3.236967 5.216661 -1.815092 -0.037 -0.050 0.030
C 3.163863 3.834012 -1.821210 -0.017 0.045 0.029
C 3.849217 0.608945 -1.024544 0.300 -0.264 0.028
C 4.502403 0.556528 -2.258557 0.004 0.044 0.073
C 5.721628 -0.092235 -2.365288 0.046 0.045 0.051
C 6.288768 -0.690474 -1.245425 -0.022 0.011 0.086
C 5.643565 -0.634162 -0.013784 -0.006 0.046 -0.099
C 4.420407 0.014695 0.103748 0.106 -0.012 -0.144
C 1.645999 -1.778607 -1.833904 0.251 -0.212 -0.027
C 1.791679 -2.441475 -0.620499 0.052 -0.082 0.030
C 2.841200 -3.333975 -0.452500 0.010 -0.030 -0.044
C 3.733104 -3.561131 -1.492501 -0.027 0.005 0.000
C 3.581381 -2.905807 -2.712270 -0.114 0.002 0.064
C 2.539753 -2.008925 -2.886256 -0.011 -0.053 0.117
C -0.578376 -0.842026 -3.448607 -0.168 0.035 -0.228
C -1.344773 0.209367 -3.964560 -0.029 -0.078 -0.010
C -2.118343 -0.002069 -5.096410 0.013 -0.014 0.022
C -2.128809 -1.251484 -5.709386 -0.023 0.010 0.002
C -1.387623 -2.303201 -5.181768 0.009 0.016 0.030
C -0.609126 -2.104169 -4.048404 0.002 0.066 0.012
H 0.490324 1.830996 -2.290877 0.095 -0.036 -0.171
H 1.800072 1.000865 -3.170842 -0.039 0.013 0.076
H 1.387383 3.381888 1.050938 0.009 0.005 -0.028
H 1.508907 5.850878 1.037692 0.039 -0.041 -0.041
H 2.695173 7.021992 -0.786775 -0.008 -0.102 -0.007
H 3.749127 5.734679 -2.615781 -0.007 -0.023 0.033
H 3.629170 3.275324 -2.627908 -0.036 0.056 0.065
H 4.062549 1.009102 -3.143740 0.054 -0.054 0.095
H 6.229930 -0.132810 -3.321398 -0.033 -0.009 0.054
H 7.238766 -1.207739 -1.334948 -0.092 0.074 0.023
H 6.092589 -1.095310 0.857843 -0.029 0.011 -0.060
H 3.905091 0.053536 1.058330 0.040 -0.014 -0.110
H 1.077899 -2.271213 0.176827 0.048 -0.051 -0.091
H 2.956330 -3.859360 0.487875 -0.003 0.033 -0.041
H 4.552079 -4.259649 -1.356832 -0.075 0.055 -0.018
H 4.270672 -3.099974 -3.523816 0.001 0.026 0.024
H 2.424143 -1.490019 -3.834915 -0.001 -0.063 0.073
H -1.355685 1.185272 -3.483891 0.018 -0.092 -0.058
H -2.709365 0.809812 -5.501668 0.031 -0.035 0.009
H -2.719247 -1.405503 -6.607045 0.041 0.008 0.114
H -1.413275 -3.278305 -5.654019 0.013 0.066 0.033
H -0.039089 -2.924810 -3.625097 -0.049 0.074 -0.033
F -0.350333 3.657999 -2.173105 -0.502 -0.025 0.473
B -1.294717 3.458184 -1.164849 -0.144 0.373 -0.049
F -0.781652 2.159090 -0.466323 -0.035 0.501 -0.268
F -2.546811 3.123960 -1.663542 0.687 0.132 0.211
F -1.309275 4.427037 -0.181140 0.010 -0.589 -0.569
N -3.349991 -2.201192 -1.841474 0.222 -0.103 0.134
C -2.886054 -2.531085 -0.615951 -0.299 0.118 0.223
N -3.599349 -2.032934 0.419156 0.314 -0.116 -0.142
S -1.544065 -3.513485 -0.380136 -0.186 0.140 -0.457
H -4.081391 -1.526582 -1.981403 -0.043 -0.009 0.031
H -2.824228 -2.508687 -2.638369 0.023 -0.035 -0.078
H -4.407476 -1.447505 0.291666 0.019 -0.077 -0.007
H -3.276831 -2.216381 1.354351 -0.023 -0.053 0.010
```
Forces are in eV/Å.

Maximum force (hartree/bohr): 0.03372
Total charge: +1
2S+1: 2
Gap between HOMO and LUMO (spin up / spin down) (eV): 5.976 / 6.394

Calculated values (kJ/mol) of energy above the lowest of the compared OMol25 structures with the same formula, charge and spin for the records, taken in order: 411.51; 0.00; 82.92; 34.99.
Calculated values (Ha) of E for the records, taken in order: -673.47330; -827.60847; -13361.62546; -4449.27600.